81
Properties=species:S:1:pos:R:3 method="wB97M-V/def2-TZVPD" e_tot_ev=-37963.5346 smiles=CCO.CCO.CCO.CCO.CCO.CCO.CCO.CCO.CCO
C 3.2429 1.5901 -1.4717
C 3.2058 0.1113 -1.1079
O 4.1573 -0.6640 -1.8170
H 2.5974 2.1593 -0.8118
H 2.8091 1.7588 -2.4845
H 4.2167 1.9652 -1.3594
H 2.1953 -0.2837 -1.2951
H 3.2997 0.0503 0.0053
H 3.9385 -1.6038 -1.8729
C -0.9711 -1.4719 -4.4592
C 0.5116 -1.3105 -4.8125
O 1.1648 -0.9373 -3.5896
H -1.0570 -2.1145 -3.5908
H -1.5307 -1.8485 -5.3580
H -1.5555 -0.5338 -4.2346
H 0.6505 -0.5129 -5.3957
H 1.0264 -2.2568 -5.2059
H 2.0464 -0.7415 -3.8102
C -3.2494 4.0075 1.1700
C -2.8762 3.5743 -0.3044
O -2.0951 4.5632 -1.0178
H -4.0997 3.5502 1.6368
H -3.5367 4.9763 1.1254
H -2.4141 4.0652 1.8892
H -3.8271 3.4791 -0.8358
H -2.5770 2.5983 -0.2904
H -2.5888 5.3523 -1.1429
C 0.5004 3.3036 -2.4633
C -0.1019 1.9737 -2.2666
O -0.3596 1.2997 -3.4821
H 1.3587 3.2725 -3.1098
H 0.8363 3.5598 -1.4344
H -0.1328 4.0593 -2.9447
H -1.0060 2.0817 -1.7739
H 0.4658 1.2923 -1.7474
H 0.1099 0.3990 -3.4133
C 0.3871 2.6188 1.0937
C 1.5865 3.1782 1.8250
O 2.4068 3.9437 0.8695
H 0.7594 1.9727 0.3090
H -0.4268 3.2479 0.7449
H -0.1045 1.8143 1.6894
H 2.0966 2.3334 2.2324
H 1.3817 3.7815 2.6531
H 3.0220 4.3821 1.4069
C 1.2923 -0.5974 2.4483
C 1.9038 -1.7683 1.6389
O 3.2694 -1.6647 1.9282
H 0.2310 -0.3624 2.1449
H 1.8822 0.2290 2.0397
H 1.3932 -0.6560 3.5599
H 1.7028 -1.9198 0.5385
H 1.6817 -2.7131 2.0863
H 3.5931 -2.5358 2.2138
C -1.5143 -2.4777 4.1947
C -1.9607 -1.0973 4.6542
O -2.0670 -0.2824 3.4100
H -2.2448 -2.9509 3.5478
H -1.2273 -3.1764 4.9363
H -0.6212 -2.2258 3.5745
H -1.2265 -0.6026 5.3081
H -2.9790 -1.1520 5.0555
H -2.0848 0.6963 3.5760
C -1.6968 -0.7484 -1.0111
C -2.0664 -0.4690 0.4377
O -1.8496 -1.6605 1.0557
H -2.3210 0.0204 -1.6066
H -2.0357 -1.6364 -1.4713
H -0.6098 -0.6794 -1.1532
H -3.1104 -0.3314 0.4669
H -1.6772 0.4512 0.8608
H -2.0837 -1.5208 1.9957
C 0.8545 -5.7513 0.6365
C -0.4386 -5.0485 0.3035
O -0.0789 -3.7760 0.0165
H 0.5820 -6.6869 1.0630
H 1.5432 -5.2123 1.2315
H 1.3601 -6.1131 -0.2907
H -1.1859 -5.0085 1.1101
H -0.9764 -5.4968 -0.5133
H -0.6967 -3.1112 0.2655

81
Properties=species:S:1:pos:R:3 method="wB97M-V/def2-TZVPD" e_tot_ev=-37963.6433 smiles=CCO.CCO.CCO.CCO.CCO.CCO.CCO.CCO.CCO
C -6.3688 -1.1828 -3.8637
C -7.2692 -1.3011 -5.0958
O -7.3523 -2.6299 -5.5568
H -5.3070 -1.3622 -4.0323
H -6.6272 -1.9590 -3.1434
H -6.4805 -0.2096 -3.3857
H -7.0343 -0.5633 -5.8630
H -8.2586 -0.8720 -4.9377
H -7.8589 -2.7057 -6.3687
C -0.6752 -6.6959 -3.5255
C -1.2200 -5.3438 -2.9154
O -0.8042 -5.3056 -1.5847
H -0.9801 -6.7446 -4.5709
H -0.9757 -7.5482 -2.9161
H 0.3938 -6.5810 -3.7044
H -2.3038 -5.2805 -2.8187
H -0.8224 -4.4963 -3.4738
H -1.4143 -4.7615 -1.0814
C 0.0614 1.0081 -0.0718
C -0.6347 0.6366 1.2170
O -1.8912 0.0052 0.9294
H 0.9424 1.5256 0.3077
H -0.5798 1.6378 -0.6885
H 0.5636 0.2200 -0.6329
H -0.8002 1.5306 1.8182
H -0.1239 -0.0504 1.8917
H -2.2425 -0.1689 1.8057
C 6.9983 0.3339 -6.0645
C 5.8033 -0.5501 -6.4410
O 6.0549 -0.8851 -7.7782
H 7.0545 1.2592 -6.6378
H 7.9710 -0.1376 -6.2050
H 6.8566 0.7230 -5.0562
H 4.8562 -0.0257 -6.3145
H 5.7768 -1.4834 -5.8785
H 5.1840 -0.8190 -8.1767
C -5.8776 1.6730 5.8923
C -5.5337 0.4681 6.8162
O -4.4379 -0.2132 6.2156
H -5.0435 2.3735 5.8500
H -6.6584 2.2758 6.3561
H -6.0580 1.3894 4.8554
H -6.4129 -0.1614 6.9533
H -5.2680 0.7245 7.8418
H -3.7745 -0.2175 6.9095
C -1.0495 -0.8738 -8.3939
C -0.4970 -1.8212 -9.4958
O 0.6192 -1.2400 -10.1849
H -0.4158 -0.7515 -7.5155
H -2.0282 -1.2165 -8.0582
H -1.1126 0.1740 -8.6874
H -1.2824 -1.9051 -10.2470
H -0.2830 -2.8123 -9.0958
H 0.3250 -0.9150 -11.0390
C -1.4457 6.4096 9.7627
C -1.2240 4.9218 9.3379
O -0.1619 4.4026 10.1642
H -1.5739 6.8475 10.7526
H -2.4096 6.6222 9.3002
H -0.6422 6.9383 9.2500
H -1.1008 4.7892 8.2630
H -2.1731 4.4224 9.5323
H -0.0181 3.5118 9.8365
C 4.9202 5.4552 1.6551
C 4.7203 5.8147 3.1489
O 3.5679 5.1362 3.5609
H 5.6796 6.1509 1.2983
H 4.1239 5.7448 0.9694
H 5.1465 4.4115 1.4374
H 4.6571 6.9021 3.1899
H 5.5090 5.3800 3.7630
H 3.5428 5.1653 4.5201
C 4.5530 -3.5306 3.2290
C 5.3678 -4.2332 4.2404
O 4.7402 -4.0799 5.5577
H 4.5695 -2.4806 3.5211
H 3.4929 -3.7824 3.1979
H 4.9326 -3.5041 2.2075
H 6.4050 -3.9488 4.4178
H 5.3038 -5.3120 4.0983
H 3.8141 -4.3225 5.6296

| no. | HOMO (eV) | gap between HOMO and LUMO (eV) |
| --- | --- | --- |
| 1 | -9.077 | 9.4163 |
| 2 | -10.079 | 10.3402 |